DFT (wB97M-V/def2-TZVPD) results for a structure of composition C23H23N6O6S4Sc.

Values from the calculation:
E_LUMO   -0.92 eV
HOMO level   -8.36 eV
ΔE to the lowest compared entry with this formula, charge and spin   13.1 kcal per mole
Multiplicity   1

Each line ends with the Löwdin charge.
Geometry (Å):
Sc (-0.14, 0.71, -1.03)  0.865
C (3.42, -4.22, 0.74)  -0.084
C (2.51, -3.33, 1.58)  -0.246
N (2.59, -1.93, 1.21)  -0.005
C (1.92, -1.39, 0.18)  -0.790
S (2.24, 0.28, -0.19)  0.697
N (1.10, -2.18, -0.49)  0.017
N (0.36, -1.50, -1.40)  -0.071
C (-0.17, -2.14, -2.38)  -0.251
C (-0.01, -3.60, -2.60)  -0.007
C (-0.98, -1.30, -3.29)  -0.200
C (-1.60, -1.78, -4.43)  0.004
C (-2.30, -0.89, -5.24)  -0.035
C (-2.36, 0.44, -4.89)  -0.019
C (-1.73, 0.85, -3.73)  -0.065
N (-1.07, 0.00, -2.95)  0.035
H (3.31, -5.27, 1.03)  0.072
H (4.47, -3.94, 0.87)  0.073
H (3.16, -4.13, -0.31)  0.062
H (2.77, -3.41, 2.64)  0.114
H (1.47, -3.64, 1.47)  0.104
H (3.31, -1.35, 1.62)  0.121
H (0.83, -3.96, -2.02)  0.067
H (0.15, -3.82, -3.66)  0.081
H (-0.90, -4.14, -2.28)  0.099
H (-1.53, -2.83, -4.69)  0.111
H (-2.78, -1.25, -6.14)  0.115
H (-2.90, 1.16, -5.50)  0.117
H (-1.76, 1.89, -3.40)  0.106
O (-2.27, 3.64, -1.93)  -0.276
S (-2.35, 3.06, -0.62)  0.530
O (-3.57, 3.23, 0.12)  -0.286
O (-2.00, 1.58, -0.68)  -0.446
C (-1.02, 3.69, 0.42)  -0.219
C (-1.38, 3.90, 1.74)  -0.052
C (-0.45, 4.30, 2.68)  -0.061
C (0.87, 4.48, 2.30)  -0.064
C (1.24, 4.28, 0.99)  -0.054
C (0.31, 3.88, 0.03)  -0.222
S (1.00, 3.70, -1.64)  0.509
O (2.42, 3.70, -1.45)  -0.297
O (0.42, 4.69, -2.49)  -0.257
O (0.54, 2.30, -2.03)  -0.440
H (-2.42, 3.75, 2.02)  0.111
H (-0.76, 4.46, 3.71)  0.109
H (1.61, 4.79, 3.02)  0.109
H (2.27, 4.42, 0.67)  0.113
N (-2.65, -1.14, -0.13)  0.119
C (-1.82, -1.10, 0.96)  -0.675
N (-0.84, -0.26, 1.05)  0.027
C (-0.22, -0.34, 2.30)  -0.303
C (0.76, 0.53, 2.78)  -0.043
C (1.29, 0.28, 4.04)  -0.069
C (0.86, -0.80, 4.81)  -0.087
C (-0.14, -1.65, 4.35)  -0.090
C (-0.68, -1.39, 3.10)  -0.463
S (-2.00, -2.20, 2.30)  1.113
H (-2.88, -0.21, -0.46)  0.079
H (-3.45, -1.76, -0.06)  0.100
H (1.09, 1.36, 2.19)  0.079
H (2.05, 0.94, 4.43)  0.108
H (1.30, -0.97, 5.78)  0.104
H (-0.49, -2.47, 4.96)  0.109

=====

DFT (wB97M-V/def2-TZVPD) results for a cluster of 9 separate species, C23H24BrCl25FNO2 in total in a non-equilibrium geometry.

Values from the calculation:
E_LUMO   -1.02 eV
SMILES   CC(C)Cc1cc(Br)c2c(c1Cl)C(=O)N(C[C@@H](C)F)C2=O.ClC(Cl)Cl.ClC(Cl)Cl.ClC(Cl)Cl.ClC(Cl)Cl.ClC(Cl)Cl.ClC(Cl)Cl.ClC(Cl)Cl.ClC(Cl)Cl
HOMO level   -9.21 eV
Multiplicity   1

Each line ends with the Löwdin charge.
Geometry (Å):
C (2.87, -4.80, 1.38)  -0.128
C (4.16, -4.25, 0.58)  -0.369
C (4.03, -4.81, -0.93)  -0.109
C (4.28, -2.62, 0.64)  -0.133
C (2.90, -2.05, 0.06)  -0.124
C (2.65, -1.84, -1.49)  -0.002
C (1.27, -1.33, -2.04)  -0.479
Br (0.83, -1.04, -3.95)  0.684
C (0.19, -1.04, -0.98)  -0.055
C (0.45, -1.20, 0.54)  -0.033
C (1.79, -1.70, 1.11)  -0.435
Cl (2.00, -1.88, 2.90)  0.602
C (-0.92, -0.78, 1.22)  -0.303
O (-1.15, -0.38, 2.38)  0.065
N (-1.99, -0.95, 0.17)  0.014
C (-2.34, -2.39, 0.37)  -0.115
C (-2.66, -3.22, -0.95)  -0.277
C (-3.83, -2.58, -1.88)  -0.043
F (-1.47, -3.57, -1.72)  -0.076
C (-1.32, -0.55, -1.08)  -0.315
O (-1.72, 0.08, -2.07)  0.072
H (1.88, -4.43, 0.94)  0.077
H (2.93, -4.63, 2.51)  0.064
H (2.84, -5.95, 1.25)  0.086
H (5.07, -4.76, 1.05)  0.132
H (2.93, -4.70, -1.23)  0.083
H (4.65, -4.22, -1.68)  0.020
H (4.28, -5.93, -1.02)  0.091
H (5.16, -2.30, -0.04)  0.123
H (4.46, -2.37, 1.74)  0.098
H (3.49, -2.10, -2.22)  0.032
H (-3.31, -2.40, 1.00)  0.146
H (-1.58, -3.00, 0.98)  0.145
H (-3.08, -4.23, -0.60)  0.148
H (-4.42, -3.48, -2.29)  0.086
H (-3.44, -1.94, -2.73)  0.085
H (-4.55, -2.04, -1.17)  0.091
Cl (-1.01, 3.94, 4.02)  0.540
C (-2.08, 2.79, 3.20)  -1.509
Cl (-3.42, 2.32, 4.25)  0.503
Cl (-2.69, 3.48, 1.69)  0.531
H (-1.51, 1.90, 2.95)  -0.014
Cl (-5.58, 0.87, 6.28)  0.514
C (-6.16, -0.29, 5.08)  -1.548
Cl (-5.01, -0.41, 3.74)  0.483
Cl (-6.42, -1.87, 5.82)  0.522
H (-7.11, 0.07, 4.68)  -0.095
Cl (-9.02, 0.97, 3.69)  0.572
C (-8.84, 0.54, 1.98)  -1.514
Cl (-7.35, 1.21, 1.32)  0.526
Cl (-8.86, -1.22, 1.78)  0.527
H (-9.68, 0.95, 1.43)  0.016
Cl (3.89, 3.38, 3.01)  0.519
C (2.52, 2.64, 3.86)  -1.546
Cl (2.48, 0.90, 3.60)  0.497
Cl (2.58, 3.01, 5.59)  0.516
H (1.60, 3.07, 3.45)  -0.037
Cl (4.40, -4.83, -5.29)  0.541
C (4.99, -3.19, -5.03)  -1.529
Cl (3.64, -2.08, -4.70)  0.494
Cl (6.17, -3.15, -3.72)  0.507
H (5.48, -2.85, -5.94)  -0.006
Cl (-2.62, 8.22, -0.03)  0.480
C (-2.79, 7.58, 1.61)  -1.535
Cl (-1.22, 7.57, 2.44)  0.510
Cl (-3.97, 8.53, 2.53)  0.519
H (-3.15, 6.55, 1.55)  -0.015
Cl (9.04, -0.13, -7.08)  0.525
C (8.46, 0.20, -5.44)  -1.522
Cl (6.85, -0.48, -5.20)  0.523
Cl (9.59, -0.43, -4.24)  0.524
H (8.40, 1.28, -5.32)  0.017
Cl (-1.30, 11.27, -2.50)  0.522
C (-1.89, 10.11, -3.70)  -1.530
Cl (-0.76, 9.97, -5.05)  0.519
Cl (-2.16, 8.53, -2.94)  0.485
H (-2.84, 10.46, -4.08)  0.016

=====

DFT (wB97M-V/def2-TZVPD) results for a structure of composition C23H24CaN6O2 in a non-equilibrium geometry.

Values from the calculation:
E_LUMO   0.53 eV
HOMO level   -6.74 eV
ΔE to the lowest compared entry with this formula, charge and spin   17.4 kcal per mole
Multiplicity   1

Each line ends with the Löwdin charge.
Geometry (Å):
Ca (-0.82, 1.41, -1.02)  1.413
C (-0.93, -2.77, 4.88)  -0.058
C (-0.50, -2.01, 3.66)  -0.290
C (0.25, -2.62, 2.65)  -0.049
C (0.59, -1.93, 1.50)  -0.019
C (0.25, -0.58, 1.28)  -0.262
N (0.56, 0.05, 0.08)  -0.124
C (1.81, -0.24, -0.47)  -0.263
C (2.97, -0.18, 0.33)  -0.019
C (4.24, -0.38, -0.17)  -0.045
C (4.44, -0.62, -1.54)  -0.284
C (5.83, -0.75, -2.12)  -0.056
C (3.32, -0.70, -2.33)  -0.002
C (2.03, -0.55, -1.81)  -0.116
N (0.95, -0.82, -2.72)  -0.073
C (0.97, -1.70, -3.75)  -0.064
C (-0.25, -1.64, -4.37)  -0.050
C (-0.98, -0.70, -3.63)  -0.141
N (-0.26, -0.21, -2.63)  -0.036
C (-0.46, 0.03, 2.33)  -0.121
C (-0.84, -0.69, 3.47)  -0.008
N (-0.76, 1.44, 2.35)  -0.070
C (-0.89, 2.23, 3.44)  -0.067
C (-1.19, 3.50, 3.01)  -0.052
C (-1.20, 3.41, 1.61)  -0.134
N (-0.94, 2.17, 1.21)  -0.035
H (-0.13, -3.41, 5.25)  0.076
H (-1.79, -3.42, 4.68)  0.078
H (-1.22, -2.10, 5.69)  0.072
H (0.54, -3.66, 2.75)  0.113
H (1.14, -2.43, 0.72)  0.118
H (2.84, 0.04, 1.39)  0.120
H (5.10, -0.31, 0.49)  0.112
H (6.50, -1.28, -1.43)  0.075
H (6.27, 0.22, -2.32)  0.080
H (5.82, -1.31, -3.06)  0.073
H (3.44, -0.89, -3.40)  0.114
H (1.83, -2.30, -3.95)  0.122
H (-0.57, -2.20, -5.24)  0.095
H (-1.98, -0.32, -3.80)  0.101
H (-1.44, -0.19, 4.23)  0.109
H (-0.74, 1.84, 4.43)  0.120
H (-1.36, 4.37, 3.63)  0.095
H (-1.40, 4.16, 0.87)  0.104
N (-2.96, 0.27, -0.55)  -0.041
C (-4.01, 1.34, -0.65)  -0.240
C (-3.93, 2.01, -2.02)  -0.106
C (-2.52, 2.54, -2.27)  -0.746
O (-1.91, 2.18, -3.30)  -0.021
O (-1.97, 3.16, -1.30)  -0.217
H (-3.17, -0.47, -1.21)  0.087
H (-2.96, -0.15, 0.37)  0.084
H (-3.78, 2.08, 0.11)  0.105
H (-5.01, 0.96, -0.46)  0.108
H (-4.65, 2.83, -2.07)  0.123
H (-4.18, 1.30, -2.81)  0.111

=====

Q: Among the records above, which one has the lowest E_LUMO?
A: C23H24BrCl25FNO2

=====

Q: The lowest E_LUMO belongs to which entry?
A: C23H24BrCl25FNO2

=====

What did the first record say?
DFT (wB97M-V/def2-TZVPD) results for a structure of composition C23H23N6O6S4Sc.

Values from the calculation:
E_LUMO   -0.92 eV
HOMO level   -8.36 eV
ΔE to the lowest compared entry with this formula, charge and spin   13.1 kcal per mole
Multiplicity   1

Each line ends with the Löwdin charge.
Geometry (Å):
Sc (-0.14, 0.71, -1.03)  0.865
C (3.42, -4.22, 0.74)  -0.084
C (2.51, -3.33, 1.58)  -0.246
N (2.59, -1.93, 1.21)  -0.005
C (1.92, -1.39, 0.18)  -0.790
S (2.24, 0.28, -0.19)  0.697
N (1.10, -2.18, -0.49)  0.017
N (0.36, -1.50, -1.40)  -0.071
C (-0.17, -2.14, -2.38)  -0.251
C (-0.01, -3.60, -2.60)  -0.007
C (-0.98, -1.30, -3.29)  -0.200
C (-1.60, -1.78, -4.43)  0.004
C (-2.30, -0.89, -5.24)  -0.035
C (-2.36, 0.44, -4.89)  -0.019
C (-1.73, 0.85, -3.73)  -0.065
N (-1.07, 0.00, -2.95)  0.035
H (3.31, -5.27, 1.03)  0.072
H (4.47, -3.94, 0.87)  0.073
H (3.16, -4.13, -0.31)  0.062
H (2.77, -3.41, 2.64)  0.114
H (1.47, -3.64, 1.47)  0.104
H (3.31, -1.35, 1.62)  0.121
H (0.83, -3.96, -2.02)  0.067
H (0.15, -3.82, -3.66)  0.081
H (-0.90, -4.14, -2.28)  0.099
H (-1.53, -2.83, -4.69)  0.111
H (-2.78, -1.25, -6.14)  0.115
H (-2.90, 1.16, -5.50)  0.117
H (-1.76, 1.89, -3.40)  0.106
O (-2.27, 3.64, -1.93)  -0.276
S (-2.35, 3.06, -0.62)  0.530
O (-3.57, 3.23, 0.12)  -0.286
O (-2.00, 1.58, -0.68)  -0.446
C (-1.02, 3.69, 0.42)  -0.219
C (-1.38, 3.90, 1.74)  -0.052
C (-0.45, 4.30, 2.68)  -0.061
C (0.87, 4.48, 2.30)  -0.064
C (1.24, 4.28, 0.99)  -0.054
C (0.31, 3.88, 0.03)  -0.222
S (1.00, 3.70, -1.64)  0.509
O (2.42, 3.70, -1.45)  -0.297
O (0.42, 4.69, -2.49)  -0.257
O (0.54, 2.30, -2.03)  -0.440
H (-2.42, 3.75, 2.02)  0.111
H (-0.76, 4.46, 3.71)  0.109
H (1.61, 4.79, 3.02)  0.109
H (2.27, 4.42, 0.67)  0.113
N (-2.65, -1.14, -0.13)  0.119
C (-1.82, -1.10, 0.96)  -0.675
N (-0.84, -0.26, 1.05)  0.027
C (-0.22, -0.34, 2.30)  -0.303
C (0.76, 0.53, 2.78)  -0.043
C (1.29, 0.28, 4.04)  -0.069
C (0.86, -0.80, 4.81)  -0.087
C (-0.14, -1.65, 4.35)  -0.090
C (-0.68, -1.39, 3.10)  -0.463
S (-2.00, -2.20, 2.30)  1.113
H (-2.88, -0.21, -0.46)  0.079
H (-3.45, -1.76, -0.06)  0.100
H (1.09, 1.36, 2.19)  0.079
H (2.05, 0.94, 4.43)  0.108
H (1.30, -0.97, 5.78)  0.104
H (-0.49, -2.47, 4.96)  0.109

=====

Q: Among the records above, which one has the highest E_LUMO?
A: C23H24CaN6O2